{
  "formula": "C11H13AsN2O5ReS4",
  "method": "ωB97M-V/def2-TZVPD",
  "homo_lumo_gap_ev": 7.14,
  "homo_energy_ev": -17.5,
  "total_charge": 3,
  "lumo_energy_ev": -10.39,
  "elements": ["C", "C", "H", "H", "H", "H", "S", "H", "H", "C", "C", "As", "C", "O", "H", "O", "S", "H", "H", "C", "O", "O", "Re", "C", "C", "O", "H", "S", "C", "C", "H", "S", "H", "C", "N", "N", "H"],
  "positions_angstrom": [[-1.56552, 4.43711, 1.70946], [3.12773, -6.55954, -2.11307], [-2.02327, 7.05577, 2.30564], [5.09184, -4.02047, -3.28020], [-2.31539, 7.41299, 0.59640], [-1.03561, 5.38642, 3.53875], [-3.71580, 0.50288, 0.35735], [-0.68806, 6.95245, 1.12450], [-3.96358, 5.73252, 0.14622], [3.28205, -3.73810, -2.14627], [-3.06675, 5.15725, -0.07516], [-4.09673, -0.67183, 2.23946], [4.25768, -4.48096, -2.76943], [-0.59118, 0.47536, 0.34945], [-2.62918, 5.51836, -1.00440], [6.06122, -6.02470, -4.00698], [-4.86124, -2.65973, 2.43143], [-3.32068, 4.10820, -0.16198], [1.31519, -6.33962, -0.98883], [-0.60513, 4.69326, 2.81475], [0.43615, -3.09102, -0.37126], [5.14334, -7.85818, -3.30572], [-1.78061, 1.30829, 1.13401], [-1.75222, 6.79271, 1.28538], [2.22728, -4.43126, -1.50913], [-1.88801, 3.17522, 1.45021], [3.32124, -2.65748, -2.14540], [-5.94204, -0.95798, 3.27416], [1.24181, -3.68712, -0.88291], [4.15444, -5.86431, -2.73496], [3.12649, -7.64066, -2.13197], [-2.16076, 0.17710, 3.01943], [-0.34804, 3.76633, 3.31810], [2.13641, -5.84102, -1.48530], [5.22478, -6.66090, -3.41587], [-2.10156, 5.37866, 1.01331], [0.30373, 5.15402, 2.42082]],
  "atomic_forces_ev_per_a": [[0.0, 0.0, 0.0], [0.0, 0.0, 0.0], [0.0, 0.0, 0.0], [0.0, 0.0, 0.0], [0.0, 0.0, 0.0], [0.0, 0.0, 0.0], [0.0, 0.0, 0.0], [0.0, 0.0, 0.0], [0.0, 0.0, 0.0], [0.0, 0.0, 0.0], [0.0, 0.0, 0.0], [0.0, 0.0, 0.0], [0.0, 0.0, 0.0], [0.2, -0.2, -0.1], [0.0, 0.0, 0.0], [0.0, 0.0, 0.0], [0.0, 0.0, 0.0], [0.0, 0.0, 0.0], [0.0, 0.0, 0.0], [0.0, 0.0, 0.0], [0.2, -0.1, -0.1], [0.0, 0.0, 0.0], [-0.3, 0.3, 0.2], [0.0, 0.0, 0.0], [0.1, 0.1, 0.0], [0.0, 0.0, -0.1], [0.0, 0.0, 0.0], [0.0, 0.0, 0.0], [-0.1, -0.1, 0.0], [0.0, 0.0, 0.0], [0.0, 0.0, 0.0], [0.0, 0.0, 0.0], [0.0, 0.0, 0.0], [0.0, 0.0, 0.0], [0.0, 0.0, 0.0], [0.0, 0.0, 0.0], [0.0, 0.0, 0.0]]
}

{
  "formula": "C11H13BrMo",
  "method": "ωB97M-V/def2-TZVPD",
  "homo_lumo_gap_ev": [3.37, 3.38],
  "homo_energy_ev": [-6.3, -5.9],
  "multiplicity": 3,
  "lumo_energy_ev": [-2.94, -2.50],
  "elements": ["H", "C", "H", "C", "H", "H", "C", "H", "Br", "H", "C", "H", "C", "H", "H", "Mo", "H", "H", "C", "H", "H", "C", "C", "C", "C", "C"],
  "positions_angstrom": [[1.80006, 2.98014, -0.11954], [1.22065, -2.54368, -1.02246], [0.22236, 3.50436, 2.09769], [1.44118, -1.80783, -2.19762], [2.40339, -1.40223, -2.54001], [2.73015, 0.49307, 0.35878], [-0.20463, -2.59502, -0.77143], [-3.23514, 1.06062, 0.47400], [-0.98851, 2.53363, -2.01859], [1.97779, -2.84011, -0.30366], [0.97633, 0.24801, 1.67296], [-0.69217, -2.93550, 0.13117], [0.40244, 2.52301, 1.65766], [1.21631, -0.73623, 2.08783], [-0.71154, 0.90960, 2.97095], [-1.01359, 1.70361, 0.32297], [-0.03935, -0.69578, -3.53695], [-2.78417, -0.61233, 0.63485], [0.03641, 1.19153, 2.23277], [-2.83460, 0.40755, 2.00696], [-1.88792, -1.61086, -1.83457], [-2.46757, 0.38865, 0.97675], [0.14246, -1.40835, -2.72420], [1.77814, 0.90517, 0.71390], [1.35880, 2.26825, 0.57974], [-0.84726, -1.92927, -1.84992]],
  "atomic_forces_ev_per_a": [[-0.3, -0.1, 0.5], [-0.6, 0.7, 0.3], [-0.1, -0.3, -0.1], [-0.9, 0.6, -0.2], [-0.5, -0.5, 0.0], [-0.9, 0.0, -0.5], [0.7, 0.7, -0.6], [0.3, 0.0, -0.1], [-0.3, 0.0, 0.4], [-0.1, -0.2, -0.3], [-0.4, 0.7, 0.5], [0.1, -0.3, -0.1], [-0.4, -0.3, 0.5], [-0.6, 0.2, -0.6], [0.5, 0.5, 0.1], [1.1, -1.8, -1.8], [0.1, -0.6, 0.3], [0.8, 0.3, -0.3], [1.6, 0.5, -0.4], [0.4, 0.2, 0.3], [0.1, -0.4, -0.3], [-1.7, 0.1, 0.1], [0.6, -0.3, 0.8], [0.0, 0.5, 0.2], [-0.3, -1.1, 1.1], [0.4, 1.0, 0.4]]
}

{
  "formula": "C11H13CeClN2O2S",
  "method": "ωB97M-V/def2-TZVPD",
  "homo_lumo_gap_ev": 5.86,
  "homo_energy_ev": -16.4,
  "total_charge": 2,
  "lumo_energy_ev": -10.57,
  "elements": ["C", "N", "C", "N", "H", "C", "H", "C", "O", "H", "H", "C", "C", "C", "O", "H", "H", "Cl", "C", "H", "H", "H", "S", "C", "C", "H", "H", "C", "H", "H", "Ce"],
  "positions_angstrom": [[-0.79081, 1.49508, -3.02238], [0.53596, -2.93552, 0.90791], [-1.47267, -0.27146, 0.38565], [0.57504, -2.03458, 2.88866], [1.45112, 1.82596, -3.16491], [-1.11683, 3.07683, -1.33596], [-0.97637, 0.70436, -3.74205], [-0.09693, -3.95424, 1.73293], [0.41626, -1.97210, -2.12555], [0.80841, -3.94158, 3.70890], [-0.88464, -3.35885, 3.68440], [0.49250, 2.08319, -2.71979], [-1.78520, 2.11369, -2.16379], [0.06202, -3.38245, 3.15024], [-2.15800, -0.86985, 1.10653], [1.03331, 4.17632, -0.01518], [-1.14535, -4.03908, 1.44126], [-0.46059, 2.34918, 1.67023], [1.34573, 3.90830, -1.02422], [0.81988, -1.38931, 3.67314], [-2.84295, 1.86178, -2.12526], [-1.55046, 3.65216, -0.52468], [1.67256, -0.46193, 0.98502], [0.30968, 3.07396, -1.65405], [0.85786, -1.86163, 1.61286], [0.65983, -3.09349, -0.12087], [2.29694, 3.37278, -0.97446], [0.19434, -0.93649, -1.64225], [1.48559, 4.81736, -1.61352], [0.40011, -4.91747, 1.64034], [-0.13633, 0.90908, -0.61914]],
  "atomic_forces_ev_per_a": [[0.3, 0.8, 0.6], [0.0, -0.4, -1.8], [-9.6, -7.8, 8.1], [0.0, 0.9, 1.1], [-0.2, 0.0, 0.0], [0.5, -0.1, -1.6], [0.0, 0.3, -0.1], [-0.4, -0.3, 0.2], [-0.9, 4.2, 1.9], [-0.1, 0.0, 0.2], [0.1, 0.1, 0.1], [-1.4, 1.3, 0.4], [1.2, 0.4, -0.1], [0.0, -0.3, 0.0], [2.9, 2.4, -3.0], [0.1, 0.2, 0.0], [0.1, -0.2, 0.1], [-0.3, -1.2, -1.2], [0.2, -0.2, 0.5], [-0.2, -0.6, -1.4], [0.2, 0.1, -0.1], [0.0, 0.0, -0.3], [-0.6, -0.4, -0.4], [-1.9, -0.6, -2.5], [0.8, 0.1, -0.1], [0.1, 0.5, 1.8], [0.1, 0.2, 0.0], [1.8, -10.1, -5.7], [0.1, 0.0, 0.0], [-0.1, 0.0, -0.2], [7.1, 10.9, 3.3]]
}

{
  "formula": "C11H13N",
  "method": "ωB97M-V/def2-TZVPD",
  "homo_lumo_gap_ev": 9.08,
  "smiles": "CC1=Nc2ccccc2C1(C)C",
  "homo_energy_ev": -8.3,
  "lumo_energy_ev": 0.75,
  "elements": ["C", "C", "C", "H", "H", "H", "H", "H", "C", "C", "C", "H", "H", "H", "H", "C", "C", "N", "C", "H", "H", "H", "C", "C", "H"],
  "positions_angstrom": [[-1.18815, 0.74752, 0.97766], [0.26134, -0.42921, -0.34608], [-0.14995, -1.28211, 1.86578], [3.41152, 1.03716, -2.30407], [-2.45024, -2.05817, 0.76341], [-2.65833, -0.87318, -0.53827], [-2.73300, 0.37997, 2.17775], [-3.40989, 1.12171, 0.82737], [-1.96581, -1.57079, -0.05020], [2.50799, 0.62927, -1.73485], [-0.87533, -0.67090, 0.53217], [-1.62375, -2.35227, -0.75590], [0.58395, -2.31221, -1.21387], [0.56575, -0.49972, 2.27954], [-0.91700, -1.25894, 2.56206], [1.72918, 1.45416, -0.92103], [1.01199, -1.24983, -1.13872], [-0.28025, 1.63401, 0.57424], [-2.54133, 1.16646, 1.55958], [-2.50694, 2.21923, 1.89162], [1.98944, 2.50855, -0.63904], [2.50618, -1.34524, -2.65509], [2.07340, -0.70179, -1.82678], [0.61240, 0.94219, -0.29815], [0.34975, -2.21490, 1.86845]],
  "atomic_forces_ev_per_a": [[0.2, 2.5, -2.3], [1.2, 2.0, -1.1], [0.4, 3.0, -0.7], [-1.5, -0.8, 0.9], [-0.8, -0.5, 0.5], [-0.1, -0.6, -0.2], [-1.1, -1.5, 2.9], [1.4, 0.0, 0.2], [0.1, 1.0, -0.1], [0.1, 0.1, -0.1], [1.6, -1.4, 1.5], [0.1, 0.7, 0.4], [1.4, 1.4, -0.3], [-0.6, -0.9, -0.8], [-1.5, -0.6, 1.7], [0.6, 1.6, 0.7], [-1.6, -1.7, 0.3], [-1.8, -1.5, 0.4], [1.1, 1.5, -2.8], [0.0, -0.9, 0.5], [-0.2, -1.0, -0.7], [-0.1, 0.7, 1.3], [1.5, -1.1, -2.7], [-0.5, -1.2, 1.3], [0.2, -1.0, -0.7]]
}

{
  "formula": "C11H13N2S2",
  "method": "ωB97M-V/def2-TZVPD",
  "homo_lumo_gap_ev": 7.43,
  "smiles": "N#[N+]CC1(c2ccccc2)SCCCS1",
  "homo_energy_ev": -12.4,
  "total_charge": 1,
  "lumo_energy_ev": -5.02,
  "elements": ["N", "H", "C", "S", "H", "H", "C", "H", "C", "S", "H", "C", "H", "H", "H", "C", "H", "N", "C", "H", "C", "C", "C", "C", "C", "H", "H", "H"],
  "positions_angstrom": [[2.65433, -3.43810, -0.05447], [0.71476, -1.51055, -1.69282], [0.38654, 2.92761, -2.07296], [1.06026, 0.45176, 1.42013], [-0.64891, -2.82618, 2.05117], [-2.30946, -2.11585, 2.17421], [0.70251, -0.55959, 2.87021], [1.04178, 0.10479, 3.68385], [0.45146, 2.09848, -0.95547], [-1.22092, -1.34233, 0.29773], [-1.38129, -0.03149, 3.09762], [-1.23356, 0.70018, -1.86235], [1.11287, 2.39196, -0.15633], [-0.50177, 3.22394, -4.00905], [-1.91908, -0.12881, -1.79072], [-1.31758, 1.51218, -2.99777], [-0.83409, -1.41853, 4.03683], [2.01616, -2.52232, -0.17479], [-0.23866, 0.89583, -0.91794], [-1.98734, 1.25457, -3.80298], [0.22676, -0.31431, 0.04713], [-1.23888, -1.90197, 2.01912], [-0.75220, -0.92132, 3.06468], [1.19851, -1.03266, -0.81175], [-0.48212, 2.61392, -3.11114], [1.33482, -1.45379, 2.81137], [1.04680, 3.78136, -2.16096], [2.11831, -0.43881, -1.00258]],
  "atomic_forces_ev_per_a": [[-2.9, 4.1, -0.4], [0.7, 0.0, 0.6], [-0.4, -0.2, 0.1], [0.2, 0.6, 0.9], [-0.3, 0.1, 0.3], [0.5, -0.2, -0.1], [0.3, 0.0, 0.1], [0.0, -0.5, -0.3], [1.1, 0.3, -0.4], [-0.9, -0.2, 0.2], [0.0, 0.1, -0.1], [0.0, -0.5, -1.1], [0.3, -0.1, 0.0], [0.0, -0.1, 0.1], [0.1, -0.3, -0.1], [0.2, 0.2, 0.6], [-0.1, 0.1, -0.1], [2.3, -3.3, 0.5], [0.5, -0.8, 0.2], [-0.3, 0.0, 0.1], [-0.9, 0.7, 0.3], [0.0, -0.3, 0.0], [0.0, -0.1, 0.1], [0.1, 1.1, -2.1], [0.1, 0.0, -0.2], [-0.1, 0.1, 0.4], [-0.2, 0.1, 0.2], [-0.4, -0.8, 0.1]]
}

{
  "formula": "C11H13N3",
  "method": "ωB97M-V/def2-TZVPD",
  "homo_lumo_gap_ev": 7.02,
  "homo_energy_ev": -16.5,
  "total_charge": 2,
  "lumo_energy_ev": -9.49,
  "elements": ["H", "H", "C", "H", "H", "H", "H", "H", "C", "C", "C", "C", "N", "N", "C", "H", "C", "H", "N", "H", "H", "H", "C", "C", "C", "C", "H"],
  "positions_angstrom": [[-1.55201, 4.07582, -0.68141], [-0.57821, -2.85257, -0.40683], [2.22880, -2.57951, 1.33926], [2.73122, -3.17462, 2.04591], [-1.67585, -0.29661, 1.42988], [-1.06199, -1.07662, -1.52041], [-0.29167, 0.33013, -3.20104], [0.76542, -4.12149, 1.29298], [-0.82826, 2.19880, -0.57628], [2.61850, -1.33328, 0.84247], [-0.05734, -0.74140, -1.53085], [-1.53353, 0.63643, 1.00517], [0.40095, 0.09066, -2.50785], [-0.92683, 0.94950, -0.17708], [-2.30112, 2.91661, 1.14117], [1.32264, -0.03338, -2.86550], [-1.63685, 3.19465, -0.04649], [3.65332, -0.92387, 1.05910], [0.71368, -1.31341, -0.55621], [-2.71816, 1.53447, 2.67796], [-3.02022, 3.67715, 1.68111], [-0.28975, 2.40770, -1.39217], [1.85607, -0.70173, -0.14950], [-2.18323, 1.61588, 1.72597], [1.03958, -3.17265, 0.91752], [0.31401, -2.48839, 0.01961], [2.31046, 0.17514, -0.47074]],
  "atomic_forces_ev_per_a": [[-0.7, 0.5, 1.0], [-1.0, -0.5, -0.2], [-0.9, 0.3, -0.5], [1.3, -0.1, 0.8], [0.5, -2.4, -0.1], [-0.8, -0.2, -0.4], [-0.1, 0.1, -0.2], [-0.5, -0.8, 0.2], [-3.1, -1.1, 2.6], [1.2, 0.1, -0.7], [-0.6, 3.8, -1.1], [-0.6, 2.9, -0.7], [-1.2, -2.6, 1.7], [0.7, -2.3, 1.3], [-1.5, 0.9, 1.1], [0.9, 0.3, -0.1], [0.9, 0.0, 0.1], [-1.6, -0.3, 0.0], [2.0, 0.4, 0.6], [0.4, -0.8, -0.4], [1.7, -1.5, -1.3], [2.2, 0.5, -3.2], [1.3, -2.8, 2.6], [-0.5, 2.4, -0.6], [1.0, 1.2, 0.2], [-0.7, 0.3, -1.2], [-0.4, 1.7, -1.4]]
}

Sequential F_max output: 0.526; 2.822; 14.851; 3.393; 5.013; 4.148 eV Å⁻¹
Sequential ΔE to the lowest compared entry with this formula, charge and spin output: 0.000; 2.492; 0.000; 1.537; 2.745; 1.106 eV